No. 1
93
Properties=species:S:1:pos:R:3 method="wB97M-V/def2-TZVPD" e_lumo_ha=-0.127 fmax_ha_per_bohr=0.0244 e_above_lowest_kj_mol=24.4 homo_lumo_gap_ev=6.299 total_charge=+1
Cd 9.486 15.812 12.192
C 12.357 17.384 11.156
O 11.824 16.155 11.623
C 12.501 14.998 11.318
C 13.767 15.006 10.746
C 14.435 13.808 10.499
C 13.800 12.596 10.732
C 12.530 12.599 11.283
C 11.870 13.793 11.590
N 10.567 13.808 12.146
N 10.175 12.660 12.559
C 8.941 12.356 12.958
C 7.803 13.244 12.907
O 7.855 14.485 12.699
C 6.479 12.671 13.086
C 6.299 11.364 13.347
C 7.431 10.469 13.482
C 7.226 9.132 13.802
C 8.289 8.266 13.934
C 9.580 8.761 13.800
C 9.799 10.100 13.523
C 8.728 10.979 13.347
H 12.582 17.285 10.102
H 11.579 18.110 11.291
H 13.270 17.677 11.674
H 14.315 15.924 10.523
H 15.437 13.817 10.104
H 14.305 11.675 10.469
H 11.999 11.649 11.429
H 5.657 13.364 12.972
H 5.302 10.982 13.418
H 6.221 8.770 13.911
H 8.121 7.208 14.131
H 10.418 8.080 13.926
H 10.831 10.420 13.459
C 7.614 16.384 7.192
C 6.923 17.350 7.921
C 7.425 17.812 9.110
C 8.607 17.293 9.630
C 9.297 16.316 8.894
C 8.802 15.860 7.701
N 9.021 17.546 10.948
C 9.010 18.725 11.539
C 8.864 19.980 10.865
C 9.080 21.142 11.525
C 9.300 21.209 12.947
C 9.320 20.062 13.631
C 9.204 18.799 12.983
N 9.196 17.635 13.664
N 9.166 17.655 14.959
C 8.934 16.330 15.399
C 7.687 16.058 15.929
C 7.305 14.777 16.249
C 8.203 13.761 16.036
C 9.477 14.087 15.636
N 9.868 15.353 15.360
H 7.219 16.019 6.258
H 5.957 17.685 7.544
H 6.873 18.556 9.651
H 10.176 15.860 9.340
H 9.365 15.129 7.136
H 8.650 19.955 9.800
H 8.994 22.067 10.973
H 9.378 22.157 13.454
H 9.454 20.054 14.709
H 6.986 16.865 16.041
H 6.315 14.597 16.625
H 7.972 12.711 16.202
H 10.255 13.316 15.562
Ge 11.765 15.780 15.720
C 12.478 14.007 15.949
C 12.407 13.480 17.245
C 12.740 12.169 17.493
C 13.150 11.364 16.448
C 13.196 11.838 15.149
C 12.882 13.183 14.895
C 12.787 16.922 14.552
C 14.019 16.452 14.105
C 14.981 17.336 13.647
C 14.689 18.681 13.597
C 13.443 19.159 14.005
C 12.501 18.282 14.495
H 11.477 16.465 17.057
H 12.087 14.123 18.045
H 12.735 11.760 18.502
H 13.435 10.323 16.615
H 13.497 11.174 14.352
H 12.892 13.567 13.874
H 14.298 15.404 14.176
H 15.949 16.932 13.346
H 15.444 19.362 13.215
H 13.243 20.206 13.926
H 11.544 18.634 14.866

=====

No. 2
97
Properties=species:S:1:pos:R:3 method="wB97M-V/def2-TZVPD" multiplicity=2 e_lumo_ha="0.149 / 0.149" fmax_ha_per_bohr=0.0081 e_above_lowest_kj_mol=0.0 homo_lumo_gap_ev="3.382 / 5.817" total_charge=-2
Zn 0.210 -0.707 0.973
O 3.813 -0.406 -0.791
C 2.872 -0.861 -0.147
O 2.143 -0.226 0.698
C 2.522 -2.355 -0.313
P 0.707 -2.577 -0.447
C 0.293 -2.299 -2.182
C -1.005 -2.601 -2.604
C -1.422 -2.242 -3.876
C -0.566 -1.551 -4.723
C 0.710 -1.216 -4.292
C 1.143 -1.585 -3.024
C 0.478 -4.333 -0.070
C 0.540 -4.686 1.277
C 0.364 -6.004 1.659
C 0.108 -6.978 0.704
C 0.043 -6.629 -0.636
C 0.233 -5.310 -1.025
H 2.795 -2.851 0.620
H 3.074 -2.811 -1.134
H -1.694 -3.075 -1.909
H -2.430 -2.479 -4.194
H -0.901 -1.254 -5.709
H 1.370 -0.648 -4.936
H 2.139 -1.306 -2.697
H 0.674 -3.911 2.026
H 0.392 -6.267 2.709
H -0.065 -8.004 1.006
H -0.167 -7.385 -1.384
H 0.175 -5.037 -2.072
O -0.187 -1.002 2.830
N -1.356 -0.386 3.205
C -1.871 -0.755 4.441
C -2.988 -0.156 4.937
C -3.662 0.834 4.189
C -3.152 1.131 2.893
C -2.025 0.530 2.397
S -1.423 0.900 0.786
H -1.329 -1.547 4.932
H -3.355 -0.471 5.907
H -4.558 1.313 4.562
H -3.656 1.833 2.239
C 0.876 6.203 -1.937
C 2.218 5.889 -1.322
C 3.280 6.757 -1.583
C 4.543 6.554 -1.044
C 4.764 5.456 -0.228
C 3.717 4.580 0.027
C 2.434 4.777 -0.493
Sb 1.138 3.087 0.082
C 0.719 3.782 2.108
C 0.489 2.706 2.969
C 0.196 2.888 4.314
C 0.163 4.174 4.827
C 0.428 5.251 3.990
C 0.705 5.083 2.635
C 0.957 6.316 1.803
C -0.643 3.522 -1.094
C -0.499 3.038 -2.395
C -1.541 3.075 -3.312
C -2.764 3.596 -2.921
C -2.925 4.061 -1.622
C -1.886 4.025 -0.692
C -2.154 4.475 0.718
H 0.847 7.241 -2.275
H 0.060 6.041 -1.234
H 0.673 5.558 -2.795
H 3.104 7.620 -2.218
H 5.346 7.248 -1.264
H 5.744 5.275 0.198
H 3.906 3.708 0.650
H 0.518 1.693 2.584
H -0.016 2.029 4.938
H -0.072 4.347 5.871
H 0.403 6.259 4.395
H 0.609 7.207 2.330
H 0.446 6.263 0.841
H 2.021 6.440 1.588
H 0.450 2.604 -2.701
H -1.404 2.680 -4.311
H -3.599 3.616 -3.611
H -3.890 4.444 -1.308
H -3.146 4.925 0.797
H -1.416 5.202 1.060
H -2.106 3.617 1.396
F -8.282 -4.895 -0.753
C -7.027 -4.546 -0.397
C -6.551 -4.816 0.870
F -7.356 -5.445 1.749
C -5.268 -4.449 1.226
F -4.884 -4.757 2.473
C -4.386 -3.794 0.357
Se -2.655 -3.285 0.861
C -4.910 -3.558 -0.921
F -4.152 -2.972 -1.865
C -6.191 -3.914 -1.294
F -6.641 -3.661 -2.540

=====

No. 3
94
Properties=species:S:1:pos:R:3 method="wB97M-V/def2-TZVPD" e_lumo_ha=-0.381 fmax_ha_per_bohr=0.0096 e_above_lowest_kj_mol=0.0 homo_lumo_gap_ev=5.597 total_charge=+3
W 0.335 0.474 0.093
O -1.135 -0.124 5.455
C -0.849 -1.327 4.957
C -1.104 -2.430 5.775
C -0.825 -3.698 5.330
C -0.284 -3.932 4.049
C -0.036 -2.870 3.231
C -0.317 -1.544 3.662
C -0.075 -0.458 2.789
O 0.319 -0.747 1.495
N -0.246 0.801 3.063
N 0.003 1.556 1.971
C -0.110 2.831 1.977
C 0.245 3.471 0.724
C 0.241 4.833 0.522
C 0.620 5.324 -0.726
C 0.994 4.438 -1.721
C 0.987 3.078 -1.454
N 0.622 2.607 -0.254
H -0.895 0.579 4.828
H -1.514 -2.250 6.760
H -1.024 -4.538 5.982
H -0.067 -4.940 3.729
H 0.389 -3.017 2.247
H -0.417 3.374 2.864
H -0.050 5.497 1.325
H 0.624 6.390 -0.912
H 1.296 4.783 -2.700
H 1.291 2.354 -2.198
O -1.380 0.861 -0.200
C -2.752 0.266 -0.093
C -2.447 -1.172 0.323
C -1.571 -1.865 -0.689
C -2.090 -2.973 -1.320
C -1.361 -3.614 -2.308
C -0.126 -3.101 -2.636
C 0.380 -1.983 -1.988
C 1.697 -1.490 -2.564
C 2.677 -0.695 -1.704
O 1.772 0.223 -0.951
C 3.440 -1.506 -0.681
C 4.807 -1.311 -0.499
C 5.499 -2.034 0.463
C 4.834 -2.952 1.260
C 3.472 -3.161 1.080
C 2.782 -2.449 0.113
C 3.563 0.188 -2.561
C 4.103 -0.319 -3.739
C 4.978 0.448 -4.494
C 5.326 1.726 -4.080
C 4.801 2.233 -2.901
C 3.927 1.465 -2.143
N -0.326 -1.375 -0.998
C -3.409 0.321 -1.453
C -2.712 0.571 -2.628
C -3.370 0.533 -3.851
C -4.723 0.234 -3.905
C -5.422 -0.018 -2.731
C -4.770 0.029 -1.509
C -3.430 1.109 0.965
C -3.783 2.417 0.628
C -4.350 3.254 1.573
C -4.578 2.788 2.865
C -4.239 1.488 3.203
C -3.658 0.649 2.258
H -3.393 -1.706 0.387
H -2.000 -1.204 1.315
H -3.074 -3.322 -1.043
H -1.755 -4.485 -2.816
H 0.469 -3.560 -3.413
H 1.436 -0.890 -3.441
H 2.226 -2.364 -2.940
H 5.346 -0.605 -1.115
H 6.564 -1.881 0.581
H 5.376 -3.518 2.006
H 2.955 -3.897 1.681
H 1.726 -2.652 -0.016
H 3.868 -1.322 -4.071
H 5.396 0.042 -5.405
H 6.011 2.319 -4.670
H 5.085 3.221 -2.562
H 3.551 1.864 -1.207
H -1.655 0.814 -2.609
H -2.827 0.744 -4.762
H -5.236 0.208 -4.856
H -6.480 -0.239 -2.766
H -5.328 -0.144 -0.596
H -3.640 2.767 -0.389
H -4.640 4.259 1.300
H -5.041 3.434 3.599
H -4.439 1.117 4.199
H -3.424 -0.368 2.546
I 3.284 1.221 1.740
I 3.056 0.847 4.356